(P)
The following is a DFT calculation (the ωB97M-V functional and the def2-TZVPD basis) of the molecule C3H4N2O.

```
10
Properties=species:S:1:pos:R:3
H 2.562 0.867 0.256
N 1.592 0.662 0.055
C 1.280 -0.535 0.303
O 0.016 -0.988 0.128
C -0.823 0.012 -0.445
C -2.176 0.040 0.119
N -3.178 0.340 0.613
H 1.933 -1.333 0.665
H -0.747 -0.066 -1.533
H -0.460 1.002 -0.162
```

Summary:
**E_HOMO**: -0.401 Eh
**Structure (SMILES)**: [H]/N=C/OCC#N
**LUMO energy**: 0.74 eV

Here are the natural (NBO) charges for atoms 1 to 5, given in e: 0.366, -0.727, 0.409, -0.479, -0.200

(Q)
The following is a DFT calculation (the ωB97M-V functional and the def2-TZVPD basis) of the molecule C3H4N2O.

```
10
Properties=species:S:1:pos:R:3
C -1.412 -0.197 0.045
C 0.093 -0.204 0.130
C 1.016 0.805 -0.382
N 2.250 0.492 -0.177
O 2.072 -0.890 0.560
N 0.787 -1.157 0.664
H -1.824 0.706 0.508
H -1.884 -1.057 0.535
H -1.734 -0.209 -1.003
H 0.636 1.710 -0.880
```

Summary:
**E_HOMO**: -0.384 Eh
**Structure (SMILES)**: Cc1cnon1
**LUMO energy**: 0.69 eV

Here are the natural (NBO) charges for atoms 1 to 5, given in e: -0.648, 0.086, -0.058, -0.089, -0.186

(R)
The following is a DFT calculation (the ωB97M-V functional and the def2-TZVPD basis) of the molecule C3H4N2O.

```
10
Properties=species:S:1:pos:R:3
N 1.867 -0.535 0.200
C 0.558 -0.088 0.162
C 0.020 1.117 0.477
N -1.366 0.840 0.249
C -1.559 -0.405 -0.176
O -0.400 -1.035 -0.162
H 2.152 -1.024 -0.637
H 2.471 0.260 0.376
H -1.385 1.817 -0.061
H -2.442 -0.972 -0.440
```

Summary:
**E_HOMO**: -0.294 Eh
**LUMO energy**: 0.80 eV

Here are the natural (NBO) charges for atoms 1 to 5, given in e: -0.817, 0.305, -0.314, -0.596, 0.327

Stability verdict: (P), ahead by 0.0536 hartree

(P)
The following is a DFT calculation (the ωB97M-V functional and the def2-TZVPD basis) of a cluster of 2 separate species, C3H4N2O in total.

```
10
Properties=species:S:1:pos:R:3
C -1.067 1.487 0.118
N -2.204 1.564 0.332
O -3.398 1.589 0.521
H -0.001 1.392 0.023
C 0.230 -2.143 -0.121
C 0.791 -1.082 -0.224
N 1.510 0.084 -0.145
H -0.067 -3.168 -0.128
H 2.032 0.331 -0.982
H 2.174 -0.055 0.606
```

Summary:
**E_HOMO**: -0.351 Eh
**Structure (SMILES)**: C#[N+][O-].C#CN
**LUMO energy**: 0.53 eV

Here are the natural (NBO) charges for atoms 1 to 5, given in e: -0.062, 0.195, -0.430, 0.267, -0.289

(Q)
The following is a DFT calculation (the ωB97M-V functional and the def2-TZVPD basis) of the molecule C3H4N2O.

```
10
Properties=species:S:1:pos:R:3
N -0.714 0.769 1.507
C 0.104 0.100 0.580
C 0.039 0.368 -0.734
C 0.558 -0.742 -1.450
N 1.089 -1.623 -0.645
O 0.860 -1.202 0.638
H -0.423 1.246 2.348
H -1.696 0.508 1.517
H -0.154 1.385 -1.017
H 0.503 -0.916 -2.519
```

Summary:
**E_HOMO**: -0.354 Eh
**Structure (SMILES)**: Nc1ccno1
**LUMO energy**: 0.74 eV

Here are the natural (NBO) charges for atoms 1 to 5, given in e: -0.862, 0.416, -0.353, -0.054, -0.079

(R)
The following is a DFT calculation (the ωB97M-V functional and the def2-TZVPD basis) of the molecule C3H4N2O.

```
10
Properties=species:S:1:pos:R:3
N -1.335 -0.387 -0.116
C 0.008 -0.013 -0.144
C 0.309 1.229 0.615
O -0.405 1.598 1.518
C 0.999 -0.693 -0.927
N 1.260 -0.957 0.271
H -1.821 -0.086 0.720
H -1.566 -1.322 -0.415
H 1.270 1.719 0.377
H 1.280 -1.088 -1.899
```

Summary:
**E_HOMO**: -0.337 Eh
**Structure (SMILES)**: N[C@]1(C=O)C=N1
**LUMO energy**: 0.56 eV

Here are the natural (NBO) charges for atoms 1 to 5, given in e: -0.824, 0.073, 0.417, -0.531, 0.029

Stability verdict: (R), ahead by 0.0035 hartree

(P)
The following is a DFT calculation (the ωB97M-V functional and the def2-TZVPD basis) of the molecule C3H4N2O.

```
10
Properties=species:S:1:pos:R:3
O -0.519 0.375 1.945
C -0.243 0.131 0.783
N -0.183 -1.056 0.106
C 0.319 -0.864 -1.191
C 0.541 0.400 -1.392
N 0.048 1.010 -0.293
H -0.547 -1.945 0.475
H 0.470 -1.758 -1.705
H 0.833 1.034 -2.261
H 0.643 1.993 0.047
```

Summary:
**E_HOMO**: -0.306 Eh
**Structure (SMILES)**: O=c1[nH]cc[nH]1
**LUMO energy**: 0.75 eV

Here are the natural (NBO) charges for atoms 1 to 5, given in e: -0.633, 0.739, -0.600, -0.090, -0.096

(Q)
The following is a DFT calculation (the ωB97M-V functional and the def2-TZVPD basis) of a cluster of 2 separate species, C3H4N2O in total.

```
10
Properties=species:S:1:pos:R:3
O -0.849 -2.021 2.215
C -0.249 -1.058 2.161
C 0.675 1.322 0.402
N 1.091 0.642 -0.585
C 0.136 -0.083 -1.314
N -0.794 -0.734 -0.744
H -0.387 1.415 0.654
H 1.400 1.831 1.037
H 0.323 -0.072 -2.393
H -1.348 -1.242 -1.433
```

Summary:
**E_HOMO**: -0.376 Eh
**LUMO energy**: 0.64 eV

Here are the natural (NBO) charges for atoms 1 to 5, given in e: -0.505, 0.507, 0.009, -0.453, 0.253

Stability verdict: (P), ahead by 0.0325 hartree

(P)
The following is a DFT calculation (the ωB97M-V functional and the def2-TZVPD basis) of the molecule C3H4N2O.

```
10
Properties=species:S:1:pos:R:3
N 1.891 0.526 -0.477
C 0.592 0.172 -0.832
C -0.526 0.406 -0.186
C -1.647 0.260 0.480
N -1.936 -0.972 1.214
O -0.977 -1.683 1.390
H 2.573 -0.161 -0.770
H 2.007 0.756 0.501
H 0.496 -0.268 -1.823
H -2.473 0.965 0.503
```

Summary:
**E_HOMO (alpha / beta)**: -0.320 / -0.320 Eh
**Structure (SMILES)**: NC=C=CN=O
**LUMO energy (alpha / beta)**: -0.43 / -0.43 eV

Here are the natural (NBO) charges for atoms 1 to 5, given in e: -0.793, -0.041, 0.026, -0.219, 0.121

(Q)
The following is a DFT calculation (the ωB97M-V functional and the def2-TZVPD basis) of the molecule C3H4N2O.

```
10
Properties=species:S:1:pos:R:3
O 2.003 -0.525 -0.112
C 0.690 -0.141 -0.065
C 0.139 1.152 -0.214
N -1.185 1.118 -0.165
N -1.479 -0.173 -0.010
C -0.394 -0.979 0.070
H 2.487 -0.054 0.577
H 0.653 2.092 -0.364
H -2.440 -0.439 0.104
H -0.474 -2.050 0.180
```

Summary:
**E_HOMO**: -0.330 Eh
**Structure (SMILES)**: Oc1cn[nH]c1
**LUMO energy**: 0.87 eV

Here are the natural (NBO) charges for atoms 1 to 5, given in e: -0.679, 0.162, -0.117, -0.250, -0.322

Stability verdict: (Q), ahead by 0.1229 hartree

(P)
The following is a DFT calculation (the ωB97M-V functional and the def2-TZVPD basis) of a structure of composition C3H4N2O.

```
10
Properties=species:S:1:pos:R:3
O 2.129 -0.314 -0.013
C 0.874 0.123 -0.112
C -0.352 -0.608 0.298
N -1.305 -0.184 -0.760
C -0.938 1.020 -0.055
N 0.426 1.271 -0.479
H 2.708 0.390 -0.355
H -0.512 -1.566 0.790
H -2.239 -0.473 -0.449
H -0.791 0.341 1.137
```

Summary:
**E_HOMO**: -0.350 Eh
**LUMO energy**: 0.64 eV

Here are the natural (NBO) charges for atoms 1 to 5, given in e: -0.643, 0.520, -0.283, -0.589, 0.189

(Q)
The following is a DFT calculation (the ωB97M-V functional and the def2-TZVPD basis) of the molecule C3H4N2O.

```
10
Properties=species:S:1:pos:R:3
H -1.852 1.630 -1.491
N -1.143 0.904 -1.400
C -1.083 0.490 -0.207
N -0.215 -0.549 0.157
C 1.016 -0.471 1.017
C 0.975 -0.924 -0.392
O 1.508 -1.300 -1.388
H -1.675 0.848 0.644
H 1.068 -1.162 1.859
H 1.428 0.522 1.211
```

Summary:
**E_HOMO**: -0.360 Eh
**Structure (SMILES)**: [H]/N=C/N1CC1=O
**LUMO energy**: 0.80 eV

Here are the natural (NBO) charges for atoms 1 to 5, given in e: 0.348, -0.615, 0.265, -0.465, -0.333

(R)
The following is a DFT calculation (the ωB97M-V functional and the def2-TZVPD basis) of the molecule C3H4N2O.

```
10
Properties=species:S:1:pos:R:3
H 1.453 -0.917 -2.205
N 0.748 -0.176 -2.131
C 0.287 -0.161 -0.915
C 0.518 -0.608 0.415
C -0.365 -0.009 1.243
N -1.244 0.760 0.555
O -0.830 0.720 -0.774
H 1.244 -1.442 0.687
H -0.396 0.130 2.314
H -1.415 1.703 0.810
```

Summary:
**E_HOMO**: -0.313 Eh
**Structure (SMILES)**: [H]/N=c1\cc[nH]o1
**LUMO energy**: 0.76 eV

Here are the natural (NBO) charges for atoms 1 to 5, given in e: 0.341, -0.703, 0.491, -0.409, 0.031

(S)
The following is a DFT calculation (the ωB97M-V functional and the def2-TZVPD basis) of the molecule C3H4N2O.

```
10
Properties=species:S:1:pos:R:3
N -2.489 -0.557 0.917
C -1.485 -0.033 0.688
C -0.261 0.772 0.541
N 0.629 0.321 -0.513
C 0.843 -1.004 -0.765
O 0.264 -1.909 -0.207
H 0.236 0.780 1.520
H -0.579 1.795 0.313
H 1.247 0.999 -0.936
H 1.595 -1.165 -1.558
```

Summary:
**E_HOMO**: -0.380 Eh
**Structure (SMILES)**: N#CCNC=O
**LUMO energy**: 0.41 eV

Here are the natural (NBO) charges for atoms 1 to 5, given in e: -0.291, 0.272, -0.321, -0.617, 0.525

Stability verdict: (S), ahead by 0.0590 hartree

(P)
The following is a DFT calculation (the ωB97M-V functional and the def2-TZVPD basis) of a structure of composition C3H7N.

```
11
Properties=species:S:1:pos:R:3
C -1.277 -0.455 0.610
C -0.031 0.035 0.030
C 0.298 0.959 -0.957
N 1.143 -0.590 0.794
H -0.503 -1.177 -0.332
H -1.091 -0.644 1.728
H -2.264 -0.193 0.311
H 0.861 1.861 -0.936
H -0.409 0.927 -1.742
H 1.448 -0.872 -0.218
H 1.825 0.150 0.711
```

Summary:
**E_HOMO**: -0.271 Eh
**LUMO energy**: 0.54 eV

Here are the natural (NBO) charges for atoms 1 to 5, given in e: -0.512, 0.048, -0.691, -0.825, 0.337

(Q)
The following is a DFT calculation (the ωB97M-V functional and the def2-TZVPD basis) of a cluster of 2 separate species, C3H7N in total.

```
11
Properties=species:S:1:pos:R:3
C 1.836 -1.326 0.442
C 0.848 -0.823 1.167
H 2.856 -1.339 0.804
H 1.703 -1.650 -0.581
H 1.030 -0.561 2.205
H -0.181 -0.935 0.855
C -1.669 1.136 -0.347
N -1.033 0.925 -1.411
H -1.286 1.749 0.472
H -2.665 0.701 -0.244
H -0.108 1.356 -1.400
```

Summary:
**E_HOMO**: -0.373 Eh
**Structure (SMILES)**: C=C.C=N
**LUMO energy**: 1.20 eV

Here are the natural (NBO) charges for atoms 1 to 5, given in e: -0.375, -0.399, 0.190, 0.194, 0.192

Stability verdict: (Q), ahead by 0.1442 hartree

(P)
The following is a DFT calculation (the ωB97M-V functional and the def2-TZVPD basis) of a cluster of 2 separate species, C3H11NOS2 in total.

```
18
Properties=species:S:1:pos:R:3
N -0.658 -2.239 -0.357
C 0.092 -1.807 -1.643
C 0.428 -0.288 -1.880
C 0.626 0.717 -0.712
S 1.860 -0.054 0.450
S 1.088 0.739 2.313
H -1.435 -1.571 -0.132
H -0.150 -2.250 0.546
H 1.150 -2.372 -1.586
H -0.488 -2.005 -2.572
H 1.446 -0.204 -2.366
H -0.276 0.072 -2.622
H 0.953 1.721 -1.096
H -0.330 0.738 -0.046
H 2.027 1.677 2.397
O -5.268 1.637 -0.795
H -4.653 2.388 -0.775
H -5.540 1.686 -1.704
```

Summary:
**E_HOMO**: -0.329 Eh
**Structure (SMILES)**: NCCCSS.O
**LUMO energy**: 0.17 eV

Here are the natural (NBO) charges for atoms 1 to 5, given in e: -0.859, -0.220, -0.450, -0.515, 0.064

(Q)
The following is a DFT calculation (the ωB97M-V functional and the def2-TZVPD basis) of a cluster of 2 separate species, C3H11NOS2 in total.

```
18
Properties=species:S:1:pos:R:3
C 1.214 -1.067 -0.417
N 1.214 0.061 0.480
C 0.072 0.269 1.337
C -1.280 0.484 0.634
S -2.573 -0.780 0.836
S -2.099 -2.471 -0.123
H 1.111 -1.988 0.153
H 2.221 -1.082 -0.857
H 0.499 -1.071 -1.249
H 1.486 0.940 0.035
H -0.012 -0.574 2.027
H 0.306 1.111 1.980
H -1.126 0.791 -0.405
H -1.833 1.324 1.088
H -1.280 -3.133 0.716
O 1.013 2.328 -1.885
H 0.747 1.907 -2.715
H 0.321 2.950 -1.634
```

Summary:
**E_HOMO**: -0.311 Eh
**Structure (SMILES)**: CNCCSS.O
**LUMO energy**: 0.54 eV

Here are the natural (NBO) charges for atoms 1 to 5, given in e: -0.416, -0.632, -0.237, -0.569, 0.096

(R)
The following is a DFT calculation (the ωB97M-V functional and the def2-TZVPD basis) of a cluster of 2 separate species, C3H11NOS2 in total.

```
18
Properties=species:S:1:pos:R:3
C -0.391 1.307 2.603
S 0.098 -0.113 1.527
S 0.631 0.954 -0.164
C -0.902 0.982 -1.171
C -1.386 -0.347 -1.639
N -0.406 -1.014 -2.486
H -1.377 1.673 2.356
H -0.364 0.999 3.645
H 0.424 1.998 2.423
H -0.524 1.621 -1.970
H -1.628 1.629 -0.695
H -2.286 -0.225 -2.237
H -1.670 -0.918 -0.756
H 0.548 -0.856 -2.197
H -0.564 -2.011 -2.486
O 1.398 -2.421 -0.182
H 1.322 -1.464 -0.269
H 2.183 -2.760 0.241
```

Summary:
**E_HOMO**: -0.334 Eh
**Structure (SMILES)**: CSSCCN.O
**LUMO energy**: 0.66 eV

Here are the natural (NBO) charges for atoms 1 to 5, given in e: -0.729, 0.066, 0.054, -0.524, -0.245

(S)
The following is a DFT calculation (the ωB97M-V functional and the def2-TZVPD basis) of a cluster of 3 separate species, C3H11NOS2 in total.

```
18
Properties=species:S:1:pos:R:3
S 3.266 1.345 0.735
S -3.683 -0.937 -0.465
C -2.232 0.124 -0.138
C -0.980 -0.745 -0.109
N 0.196 0.070 -0.016
C 0.378 1.000 1.055
H -4.502 -0.085 -1.088
H -2.131 0.856 -0.941
H -2.509 0.680 0.756
H -0.972 -1.340 -1.019
H -1.095 -1.484 0.704
H 1.007 -0.344 -0.443
H 0.292 0.543 2.049
H -0.331 1.823 0.958
H 1.394 1.471 1.047
H 2.891 -0.514 -0.325
H 3.648 -1.092 -1.542
O 2.865 -1.245 -0.985
```

Summary:
**E_HOMO**: -0.327 Eh
**LUMO energy**: -3.57 eV

Here are the natural (NBO) charges for atoms 1 to 5, given in e: -0.133, -0.064, -0.520, -0.221, -0.671

Stability verdict: (R), ahead by 0.0136 hartree